(1)
{
  "formula": "C16H23BaBr2F7NO5",
  "method": "ωB97M-V with the def2-TZVPD basis set",
  "gap_ha": 0.1805,
  "energy_ev": -188480.28299,
  "charge": 1,
  "e_lumo_ev": -5.5,
  "elements": ["C", "H", "H", "O", "C", "C", "C", "O", "C", "F", "Br", "C", "H", "Ba", "H", "H", "F", "C", "H", "H", "C", "H", "F", "H", "C", "H", "H", "F", "H", "C", "H", "O", "Br", "H", "O", "C", "H", "C", "H", "H", "F", "F", "C", "H", "C", "H", "C", "F", "H", "N", "H", "H", "O", "C", "H"],
  "positions_angstrom": [[2.33951, -0.73947, 2.58956], [1.66531, -5.01838, 0.63914], [1.54389, 2.45668, -2.67830], [2.43782, -3.00734, 1.94634], [1.05794, 2.44878, -1.72026], [0.46503, 1.03245, -1.57110], [2.94125, -1.76154, 1.65557], [-0.12251, -4.49531, -0.16355], [1.40375, 0.09011, -2.39623], [-4.15882, 0.29241, 1.08647], [-3.28428, 2.00635, 3.60289], [-1.41976, -0.32013, -2.29047], [2.82614, 1.93530, -0.59710], [-0.74122, 1.34540, 3.10971], [2.79885, -1.46075, 0.62060], [-2.40797, -0.14974, -2.69328], [0.62727, 4.04136, 0.55474], [-3.08867, 1.29482, -0.64422], [-3.48702, 0.40241, -1.09885], [-1.43689, -3.04035, 0.59356], [2.17738, 2.77860, -0.74801], [-3.84414, 2.05453, -0.79360], [0.66159, 0.65737, -0.16533], [0.73719, -2.22173, 1.16112], [-0.59800, -2.32779, -1.27939], [0.48371, -3.54037, 2.27858], [2.77332, 3.51726, -1.25697], [-2.67388, 3.37221, 1.27603], [4.00309, -1.78745, 1.82731], [1.15747, -4.12367, 0.31864], [1.48316, -0.32343, 2.05119], [2.24290, -0.55445, -1.73694], [-1.54336, -0.00482, 1.44586], [-1.94504, 2.75277, -1.71550], [-1.62922, -1.30060, -1.24265], [1.78256, 3.39479, 0.54695], [-0.85808, -0.80569, -3.06894], [-3.41579, 2.38663, 1.63018], [0.29488, 3.21426, -1.75663], [0.32115, -1.87539, -0.92571], [-4.64700, 2.60993, 1.42180], [2.69135, 4.27890, 0.93705], [1.11549, -3.19518, 1.46563], [-1.92679, -3.89063, -0.82056], [-1.06597, -3.44292, -0.34741], [1.73062, -3.70598, -0.49910], [-3.11912, 1.04933, 0.83097], [1.77606, 2.48087, 1.52700], [-0.48067, -2.75607, -2.26415], [-0.88452, 0.96046, -1.92846], [-1.19540, 2.20304, -0.28616], [1.95205, -1.22421, 3.47272], [1.19760, 0.13847, -3.58186], [-1.75145, 1.85000, -1.15210], [3.03719, 0.02786, 2.83317]],
  "mulliken_charge": [-0.78, 0.42, 0.49, -0.50, -1.12, 1.13, -0.41, -0.48, -0.13, -0.34, -0.24, -1.71, 0.34, 1.73, 0.29, 0.61, -0.31, -1.53, 0.65, 0.22, -1.02, 0.57, -0.19, -0.43, 0.69, 0.38, 0.45, -0.18, 0.46, -0.77, -0.24, -0.68, -0.07, 0.38, -0.30, 0.96, 0.51, 0.05, 0.52, -0.46, -0.15, -0.32, 0.60, 0.39, -0.61, 0.28, 1.16, -0.19, 0.43, 0.38, 0.30, 0.46, -0.70, -0.46, 0.49]
}

---

(2)
{
  "formula": "C4H6F12K3O3P2",
  "method": "ωB97M-V with the def2-TZVPD basis set",
  "gap_ha": 0.2301,
  "energy_ev": -110554.85383,
  "charge": 1,
  "e_lumo_ev": -4.4,
  "elements": ["H", "O", "F", "F", "K", "H", "F", "H", "C", "K", "F", "F", "F", "H", "F", "O", "H", "F", "C", "P", "H", "F", "F", "F", "F", "P", "O", "K", "C", "C"],
  "positions_angstrom": [[11.36418, -1.40058, -10.15885], [9.87981, 1.19657, -12.96724], [12.62222, -9.04818, -18.96026], [17.79248, -8.04777, -9.21634], [19.13185, -4.54488, -15.57967], [9.57071, -1.46753, -10.13527], [15.87113, -6.98565, -8.30782], [8.19214, 0.64692, -9.26102], [10.41180, 0.51900, -9.70571], [13.72199, -10.16039, -3.56626], [13.14085, -7.28191, -20.40590], [14.70716, -7.57102, -10.21735], [16.51143, -8.70018, -11.02984], [9.19493, 1.79982, -8.37330], [14.53407, -8.39920, -17.76571], [10.25163, 1.39980, -10.80320], [11.30256, 0.72943, -9.11381], [14.85945, -8.81011, -20.00031], [9.17128, 0.80022, -8.80727], [16.19249, -7.82887, -9.72767], [9.30958, 0.15675, -7.93839], [14.96057, -6.62845, -19.09735], [12.89894, -6.76546, -18.22581], [15.83881, -9.20469, -8.92711], [16.68580, -6.48242, -10.50843], [13.82231, -7.85516, -19.09313], [10.35604, -0.55930, -11.79268], [20.71844, -12.75470, -10.35619], [10.44299, -0.85498, -10.36335], [10.25975, 0.68394, -11.94664]],
  "mulliken_charge": [0.29, -0.57, -0.37, -0.40, 1.00, 0.25, -0.38, 0.33, 0.44, 1.00, -0.32, -0.31, -0.34, 0.35, -0.33, -0.35, 0.27, -0.37, -1.37, 1.15, 0.39, -0.39, -0.37, -0.37, -0.35, 1.15, -0.31, 1.00, -0.40, 0.66]
}

---

(3)
{
  "formula": "C16H17ClN2OS",
  "method": "ωB97M-V with the def2-TZVPD basis set",
  "gap_ha": 0.2696,
  "e_above_lowest_kcal_mol": 357.98,
  "smiles": "COc1ccc(CN(C)C(=S)Nc2ccc(Cl)cc2)cc1",
  "energy_ev": -45238.75399,
  "e_lumo_ev": -0.2,
  "elements": ["C", "O", "C", "H", "C", "C", "N", "H", "C", "H", "N", "C", "C", "C", "H", "C", "H", "H", "C", "C", "H", "H", "C", "H", "H", "C", "C", "H", "C", "H", "S", "H", "H", "H", "C", "H", "Cl", "H"],
  "positions_angstrom": [[-0.55712, -0.77206, 1.88397], [2.44349, 1.79066, 2.21801], [1.86411, 1.49117, 1.14462], [0.44575, 0.38931, -3.21620], [2.46386, 0.27301, 0.61492], [-2.03109, 1.10232, -3.02697], [-1.81520, -2.06729, -1.22481], [-0.07467, -3.73382, -0.34466], [-1.13799, -1.84959, -0.16813], [1.15779, 2.82174, 3.25281], [-1.35828, 0.03257, -2.48683], [0.89470, 2.19347, 0.48946], [0.09910, -0.30771, -2.20628], [-1.38275, -0.88047, 0.90361], [2.64547, 3.16474, 3.71952], [0.58201, 0.60693, -0.94899], [-0.68775, 2.13101, -0.86526], [1.90093, 4.03827, 2.50342], [-0.27712, -2.91992, 0.38978], [1.84744, -0.26809, -0.53579], [3.22256, -0.11963, 0.99508], [-2.22612, 0.75471, -4.17275], [0.14863, -1.71861, 2.40834], [0.25456, 2.83541, 1.16340], [-1.31331, 1.72934, -3.09004], [0.38252, -3.01333, 1.47291], [0.16506, 1.67856, -0.43054], [-0.92552, 0.16081, 2.67313], [1.97328, 3.07725, 2.99748], [-2.85260, 1.28237, -2.77697], [-3.69505, -1.29027, -2.77731], [-2.08325, -0.20577, 0.45715], [2.11640, -1.26316, -0.80573], [1.04995, -3.68063, 1.81894], [-2.33636, -1.19463, -2.04518], [-2.33840, -3.18229, -1.40621], [1.23593, -1.79245, 3.73788], [0.19904, -1.29393, -2.31577]],
  "mulliken_charge": [-0.10, -0.44, 0.72, 0.30, -1.13, -1.93, -0.17, 0.24, 0.69, 0.68, 0.25, -0.37, -1.48, -0.40, 0.35, 0.57, 0.54, 0.33, -0.64, -0.81, 0.85, 0.37, 0.27, 0.20, 0.82, -0.91, 0.05, 0.10, -1.32, 0.61, -0.41, 0.43, 0.39, 0.60, -0.13, 0.43, -0.20, 0.64]
}

---

(4)
{
  "formula": "C2H5NOS2",
  "method": "ωB97M-V with the def2-TZVPD basis set",
  "gap_ha": 0.3647,
  "e_above_lowest_kcal_mol": 0.00,
  "smiles": "CSC(=O)NS",
  "energy_ev": -27363.05668,
  "e_lumo_ev": 0.5,
  "elements": ["S", "C", "H", "H", "O", "H", "C", "S", "H", "N", "H"],
  "positions_angstrom": [[-0.07372, 2.91876, 0.26883], [-0.45466, -1.83806, -1.06155], [-1.16196, -2.10262, -1.84067], [0.52683, -2.30892, -1.25463], [1.05232, -0.71309, 0.98466], [-0.83078, -2.18557, -0.08584], [0.59908, 0.22183, 0.38412], [-0.34553, -0.00973, -1.14127], [1.17868, 1.54973, 1.74739], [0.69393, 1.50035, 0.87353], [-1.18418, 2.96733, 1.12542]],
  "mulliken_charge": [-0.16, -0.77, 0.30, 0.27, -0.55, 0.27, 0.65, -0.08, 0.27, -0.36, 0.16]
}

---

(5)
{
  "formula": "C4H7NO2S",
  "method": "ωB97M-V with the def2-TZVPD basis set",
  "gap_ha": 0.2178,
  "e_above_lowest_kcal_mol": 0.00,
  "smiles": "O=C([O-])NCCC[S-]",
  "energy_ev": -20682.36793,
  "charge": -2,
  "e_lumo_ev": 5.9,
  "elements": ["O", "C", "H", "C", "H", "C", "C", "H", "H", "H", "O", "H", "H", "S", "N"],
  "positions_angstrom": [[2.96973, -1.03369, 0.60523], [0.45460, 0.03770, 0.09344], [-0.01457, -1.98191, 0.59704], [2.00844, -1.83791, 0.74021], [0.97491, 0.12941, -0.86731], [-1.29798, 1.72733, -0.65235], [-1.02690, 0.32703, -0.09193], [-1.43724, -0.38835, -0.80477], [-0.72311, 1.80006, -1.58227], [0.93794, 0.80103, 0.69889], [2.04199, -3.10113, 0.84474], [-0.94153, 2.50056, 0.04595], [-1.60668, 0.19538, 0.82786], [-3.03368, 2.10017, -1.11136], [0.69408, -1.27566, 0.65661]],
  "mulliken_charge": [-0.76, -0.45, 0.22, 0.49, 0.17, -0.84, -0.28, 0.24, 0.22, 0.20, -0.82, 0.25, 0.28, -0.77, -0.16]
}

---

(6)
{
  "formula": "C42H43N4P2RuS2",
  "method": "ωB97M-V with the def2-TZVPD basis set",
  "gap_ha": [0.1634, 0.1894],
  "s_squared": 0.948,
  "energy_ev": -93029.64237,
  "spin_multiplicity": 2,
  "charge": 2,
  "e_lumo_ev": [-7.6, -6.9],
  "elements": ["H", "C", "C", "H", "H", "C", "H", "N", "C", "H", "C", "C", "C", "H", "H", "H", "C", "H", "H", "H", "H", "H", "C", "H", "C", "C", "C", "C", "H", "C", "H", "C", "H", "H", "C", "C", "S", "H", "H", "P", "H", "C", "H", "C", "C", "H", "C", "C", "H", "C", "C", "H", "C", "H", "C", "C", "H", "C", "H", "C", "H", "S", "H", "H", "H", "H", "Ru", "C", "C", "C", "C", "H", "C", "H", "H", "N", "N", "H", "H", "C", "C", "C", "H", "H", "C", "C", "H", "C", "H", "H", "C", "N", "P", "C"],
  "positions_angstrom": [[-3.33259, 2.22719, -1.34998], [-0.16949, 3.40889, -1.01858], [-4.85389, -1.19831, 0.82612], [-3.97149, -2.92241, -0.09328], [-0.25599, -4.06951, -4.85288], [-0.30529, 1.49619, 1.43972], [4.49711, 0.20269, 4.22012], [-1.08349, -1.21371, -3.31178], [2.36661, -4.95631, 2.64332], [-0.92139, 2.21059, -3.67668], [0.00531, -3.87051, 1.68952], [2.93851, 0.52769, 0.71772], [-1.24549, 2.52469, -0.91708], [3.28631, -5.37681, 3.02042], [-0.84279, 2.74849, 7.35782], [0.17271, -4.04121, -0.71908], [-1.40019, -2.48781, -3.96398], [1.21411, -6.71811, 3.03612], [-0.93249, 2.36719, 1.66892], [0.30081, 3.09979, 3.27502], [0.72541, 1.85389, 1.26842], [-0.54829, -0.63421, -3.96138], [-2.50069, 0.12529, 0.17652], [5.41921, 1.81039, 2.60232], [-0.19199, -3.43031, -3.97428], [4.56951, 1.20409, 2.33042], [-4.69189, 0.13799, 1.16132], [2.36081, -3.65511, 2.16492], [-0.88269, -5.76081, 2.15272], [-3.84209, -1.88021, 0.16372], [-1.16029, -0.64881, 4.81262], [0.01491, 2.51169, -4.12208], [-5.76739, -1.71371, 1.08272], [2.48161, 0.61409, -0.26848], [1.29601, 3.96639, -5.56978], [-0.43119, 1.14299, 3.83522], [3.65231, 1.02789, -4.09108], [-1.85729, -1.74301, -0.68838], [3.37451, 3.48569, -5.85118], [1.00451, -1.39501, 1.08782], [-1.94109, -0.70571, -3.09458], [-0.10549, 2.49289, 4.06622], [0.06431, -1.28141, 3.30852], [4.05551, 0.29299, 3.24072], [-0.11389, -4.31451, -2.72898], [0.50041, -5.19331, -2.95558], [-1.00409, 0.95489, 6.18342], [-1.63509, 5.10829, -1.85618], [-2.22899, -2.95171, -3.42358], [4.00341, 1.33329, 1.07202], [0.09161, 3.59939, -4.96428], [-1.79699, 6.12489, -2.18038], [-2.67129, -1.21891, -0.16228], [0.73141, -2.84391, -4.05498], [2.98841, -0.51541, 2.89352], [-0.71729, 2.29999, 6.38442], [-1.34849, 0.35349, 7.01092], [2.49091, 0.15999, -3.11288], [-3.40349, 1.84289, 1.11052], [-2.50179, 2.91839, -1.36888], [-0.80089, 4.17079, -5.16808], [2.84451, -1.28601, -2.27828], [-1.22099, -1.23161, 2.07732], [2.59371, -1.21711, 3.61252], [-5.48579, 0.66309, 1.67112], [0.46931, 5.37929, -1.54358], [0.44331, -1.05771, -1.40398], [-0.87399, 0.38309, 4.93462], [-2.69319, 4.21369, -1.82078], [2.44801, 3.23589, -5.35798], [0.02191, -5.16951, 2.15972], [1.46221, -3.62511, -1.62948], [-3.51749, 0.80129, 0.84732], [-3.67619, 4.52829, -2.13898], [-0.00799, 4.09839, 5.45982], [1.28341, 0.66629, -3.07688], [0.44181, -3.57841, -1.58618], [4.40361, 2.04799, 0.36832], [3.27461, -3.07881, 2.14792], [-0.36539, 4.69689, -1.47728], [-0.25169, -0.80761, 2.37562], [1.17361, 1.77829, -3.86318], [-1.11299, -4.66621, -2.46168], [1.32091, 4.82359, -6.22398], [2.43761, -0.41281, 1.61812], [2.38351, 2.14519, -4.50378], [0.82431, 3.08469, -0.73948], [-0.25839, 3.05809, 5.31442], [-1.72779, -2.30821, -4.99488], [-0.91839, -3.44811, 1.30802], [1.20201, -5.70941, 2.65212], [-0.34179, 0.60389, 2.56662], [-0.89359, 0.87529, -0.23838], [1.16871, -3.09191, 1.72162]],
  "mulliken_spin": [0.00, 0.00, 0.00, 0.00, 0.00, 0.00, 0.00, 0.00, 0.00, 0.00, 0.01, 0.00, 0.01, 0.00, 0.00, 0.00, 0.00, 0.00, 0.00, 0.00, 0.00, 0.01, 0.01, 0.00, 0.00, 0.00, 0.00, 0.00, 0.00, 0.02, 0.00, -0.01, 0.00, -0.01, 0.00, 0.00, 0.01, 0.01, 0.00, 0.05, 0.00, 0.00, 0.00, 0.00, 0.00, 0.00, 0.00, 0.00, 0.00, 0.00, 0.00, 0.00, -0.01, 0.00, 0.00, 0.00, 0.00, 0.00, 0.00, 0.00, 0.00, -0.15, 0.00, 0.00, 0.00, 0.00, 1.17, 0.00, 0.00, 0.00, 0.00, 0.01, 0.00, 0.00, 0.00, 0.04, -0.06, 0.00, 0.00, 0.00, 0.01, 0.01, 0.00, 0.00, -0.01, 0.00, 0.00, 0.00, 0.00, 0.00, 0.00, 0.00, -0.10, -0.02]
}